(1)
A cluster of 10 separate species, C46H66Cl19FIN2O9P in total, computed with ωB97M-V/def2-TZVPD.

Calculated values
**Net charge**: 0
**Relative energy (zero: lowest compared OMol25 entry of this formula, charge and spin)**: 875.5 kJ/mol
**LUMO energy**: -1.584 eV
**SMILES string**: CC(=O)OCCCCc1c(CC(=O)Cl)c(N(C)C(C)=O)cc2c1C(=O)c1c(I)c(CCCF)c(P(=O)(O)O)c(N)c1C2=O.ClCCCl.ClCCCl.ClCCCl.ClCCCl.ClCCCl.ClCCCl.ClCCCl.ClCCCl.ClCCCl
**Kohn-Sham gap**: 7.27 eV

The geometry in XYZ format:
```
145
C46H66Cl19FIN2O9P (ωB97M-V/def2-TZVPD)
C 3.42133 -3.07593 0.55576
C 3.38376 -1.52290 0.16376
O 2.63933 -0.68333 0.70345
O 4.24493 -1.11929 -0.91707
C 5.63618 -1.10011 -0.48474
C 6.39279 -0.03417 -1.45053
C 6.27619 1.46290 -0.88840
C 5.57859 2.50253 -1.93382
C 4.46268 3.32258 -1.09232
C 4.82461 4.16427 0.17836
C 6.33618 4.28932 0.74924
C 6.58230 3.21109 1.92534
O 7.64450 2.53998 2.00787
Cl 5.32510 2.84091 3.22411
C 3.75314 4.96057 1.00835
N 4.12285 5.78880 2.18687
C 3.21526 5.56186 3.35241
C 3.95839 7.20887 1.75541
C 4.77337 7.83994 0.51252
O 3.18245 8.00931 2.35959
C 2.25401 4.90174 0.60629
C 1.89818 4.06356 -0.64629
C 2.97441 3.29998 -1.50625
C 2.41027 2.52211 -2.80137
O 3.05171 2.61207 -3.87217
C 1.04130 1.74787 -2.58216
C 0.66892 0.36446 -3.15490
I 2.18548 -0.56830 -4.44881
C -0.70532 -0.32943 -2.83226
C -1.06020 -1.79322 -3.41912
C 0.00914 -2.92212 -2.97437
C -0.67758 -4.38856 -2.81659
F 0.22746 -5.35657 -3.45918
C -1.79576 0.37932 -1.94061
P -3.47591 -0.36336 -1.53990
O -4.47328 0.63379 -0.91846
O -3.23319 -1.57342 -0.33034
O -4.27504 -1.01714 -2.91823
C -1.40474 1.79237 -1.35974
N -2.29497 2.57053 -0.46818
C -0.02734 2.47928 -1.68745
C 0.35888 3.94188 -1.12006
O -0.45539 4.88713 -1.02075
H 2.32647 -3.41215 0.64105
H 3.89340 -3.19435 1.59134
H 3.94052 -3.71525 -0.24318
H 6.11469 -2.14654 -0.61751
H 5.72647 -0.82076 0.62160
H 7.50566 -0.34150 -1.40227
H 6.07025 -0.17462 -2.53453
H 7.32069 1.89790 -0.67469
H 5.68621 1.49054 0.09016
H 5.10810 1.84616 -2.74640
H 6.37164 3.22362 -2.35933
H 6.57160 5.34124 1.10438
H 7.01898 3.97895 -0.11975
H 2.12451 5.84454 3.17589
H 3.62309 6.19143 4.21854
H 3.23536 4.47240 3.68706
H 4.91257 7.10390 -0.34637
H 4.15901 8.72736 0.11455
H 5.74408 8.28080 0.92093
H 1.43618 5.46573 1.18723
H -1.09361 -1.75252 -4.57480
H -2.08615 -2.16665 -3.09076
H 0.61939 -2.64217 -2.04778
H 0.73322 -3.04642 -3.86689
H -1.64406 -4.42236 -3.41862
H -0.77308 -4.72231 -1.73288
H -3.07883 -1.01293 0.47646
H -4.51673 -0.22889 -3.46924
H -2.87732 3.22815 -1.00222
H -1.73443 3.03700 0.25513
Cl 3.70075 3.39836 6.68397
C 3.75689 1.88026 7.61767
C 5.03877 1.10881 7.38036
Cl 5.13105 0.44763 5.72897
H 2.87760 1.28962 7.35496
H 3.67933 2.15534 8.67130
H 5.09058 0.25935 8.06436
H 5.91906 1.73285 7.54498
Cl 4.48578 -3.12256 -5.89475
C 5.08038 -3.13822 -4.21347
C 4.93615 -4.50150 -3.56833
Cl 3.23118 -4.93535 -3.28850
H 4.53927 -2.37110 -3.65582
H 6.13386 -2.85366 -4.24883
H 5.42742 -4.50267 -2.59295
H 5.38935 -5.28472 -4.17860
Cl -7.45359 0.60336 -4.33576
C -7.59863 -0.97736 -3.52416
C -8.89913 -1.67796 -3.85868
Cl -10.31114 -0.84885 -3.15429
H -7.49416 -0.81486 -2.44990
H -6.75546 -1.58228 -3.85978
H -8.89051 -2.69004 -3.44958
H -9.05179 -1.74873 -4.93727
Cl -7.81696 -6.14815 -0.12952
C -7.16470 -4.48998 -0.11996
C -7.76792 -3.62874 -1.21155
Cl -7.25240 -4.14344 -2.83835
H -6.07928 -4.55423 -0.21305
H -7.39784 -4.06514 0.85795
H -7.44050 -2.59424 -1.08841
H -8.85893 -3.64599 -1.18165
Cl -10.51050 -5.03550 -2.75391
C -10.65614 -6.61512 -1.94200
C -11.95805 -7.31412 -2.27866
Cl -13.36935 -6.48517 -1.57578
H -10.55271 -6.45362 -0.86822
H -9.81228 -7.22087 -2.27735
H -11.95033 -8.32656 -1.86979
H -12.10936 -7.38402 -3.35731
Cl -16.07244 -1.15088 -4.92929
C -15.51443 -0.60990 -3.32580
C -14.07259 -0.99445 -3.06192
Cl -13.86846 -2.75344 -2.87289
H -16.18597 -1.02974 -2.57492
H -15.61791 0.47662 -3.30556
H -13.73136 -0.53498 -2.13187
H -13.41437 -0.66213 -3.86667
Cl 4.55065 4.10880 10.64929
C 3.19625 5.06577 9.99624
C 1.89934 4.79601 10.73143
Cl 1.28246 3.15256 10.42564
H 3.10830 4.84393 8.93129
H 3.47178 6.11658 10.10299
H 1.12963 5.49135 10.39065
H 2.01568 4.91878 11.80963
Cl -0.14625 -8.23967 -0.76026
C 0.17467 -8.35840 -2.50886
C 0.79857 -9.68683 -2.88581
Cl 2.45977 -9.85144 -2.26318
H 0.81178 -7.52009 -2.79298
H -0.78549 -8.24181 -3.01458
H 0.85841 -9.77173 -3.97270
H 0.21175 -10.52715 -2.51058
Cl 7.73549 6.63840 2.84956
C 8.28368 6.56476 4.54079
C 8.11754 5.18323 5.14393
Cl 6.40542 4.74124 5.37355
H 7.73203 7.31795 5.10591
H 9.33884 6.84426 4.54101
H 8.58472 5.15598 6.13050
H 8.58385 4.41410 4.52479
```

(2)
A structure of composition C25H27IrN11O2Se, computed with ωB97M-V/def2-TZVPD.

Calculated values
**Net charge**: +4
**Relative energy (zero: lowest compared OMol25 entry of this formula, charge and spin)**: 308.7 kJ/mol
**LUMO energy (spin up / spin down)**: -12.617 / -14.554 eV
**2S+1**: 2
**Kohn-Sham gap (spin up / spin down)**: 7.13 / 5.17 eV

The geometry in XYZ format:
```
67
C25H27IrN11O2Se (ωB97M-V/def2-TZVPD)
Ir -0.43762 -0.36269 -0.24479
C -2.33180 -0.71184 -2.42364
N -2.05977 -1.28180 -1.06942
C -3.22737 -0.95169 -0.15383
C -2.77880 -1.25213 1.23796
C -3.56904 -1.76233 2.24340
C -2.98412 -2.05391 3.47436
C -1.62287 -1.84956 3.65091
C -0.88474 -1.32429 2.61023
N -1.46075 -1.01046 1.43425
C -1.86572 -2.78957 -1.12499
C -0.49398 -3.20583 -0.65291
C -0.08606 -4.52184 -0.72436
C 1.16612 -4.87305 -0.23822
C 1.97919 -3.89103 0.31647
C 1.53176 -2.58940 0.35120
N 0.32061 -2.25205 -0.13650
C -2.23606 0.77720 -2.31042
C -2.89178 1.60376 -3.19453
C -2.74055 2.97999 -3.07646
C -1.94482 3.47282 -2.05895
C -1.32678 2.59144 -1.19233
N -1.45722 1.25825 -1.30462
H -3.32355 -1.04375 -2.73597
H -1.59836 -1.10421 -3.12620
H -4.09303 -1.53692 -0.46431
H -3.46067 0.10669 -0.27028
H -4.62301 -1.94182 2.07158
H -3.58664 -2.45616 4.27974
H -1.13627 -2.08854 4.58710
H 0.17566 -1.12430 2.69475
H -2.04385 -3.12049 -2.14800
H -2.62142 -3.26091 -0.49587
H -0.74364 -5.26760 -1.15412
H 1.49941 -5.90233 -0.28476
H 2.95273 -4.13243 0.72088
H 2.10269 -1.78019 0.78180
H -3.51451 1.17808 -3.97116
H -3.24331 3.64900 -3.76341
H -1.80017 4.53572 -1.92137
H -0.71632 2.96531 -0.39235
N 3.34087 0.11002 1.49899
N 4.09090 0.29157 0.32947
C 3.56965 0.20112 -0.89164
N 4.36928 0.33167 -1.93056
N 2.19570 0.01943 -0.96628
N 1.66684 -0.18538 -2.14235
O 0.35362 -0.37450 -2.05583
O 2.15724 -0.20973 -3.22690
H 3.27896 1.00323 1.98149
H 3.86106 -0.52455 2.10010
H 5.06848 0.54859 0.41026
H 5.37149 0.41323 -1.81040
H 4.02092 0.27816 -2.87599
Se -1.23183 1.60773 2.51740
N -0.01141 1.35023 1.16483
C 0.85167 2.38303 1.21318
C 1.86078 2.75641 0.28205
C 2.60818 3.87279 0.52494
C 2.44389 4.69804 1.68372
C 1.45757 4.42933 2.56614
C 0.61575 3.29286 2.32915
N -0.43236 3.03565 3.08009
H 1.97805 2.22431 -0.64276
H 3.34968 4.16970 -0.20761
H 3.08868 5.55645 1.81546
H 1.25275 5.04550 3.43223
```

Number 1: F_max 0.10647 Eh/bohr. Number 2: F_max 0.03125 Eh/bohr.